C3H8NOPS2 | wB97M-V/def2-TZVPD

Bonds (Å) are listed after each position.
Positions of all 16 atoms, in Å:
1 C 2.1346 -0.5616 0.5763  C2 1.530, N4 1.452, H9 1.097, H10 1.092
2 C 1.8629 0.0252 -0.8103  C1 1.530, O5 1.417, H11 1.095, H12 1.091
3 C -2.9120 1.1222 -0.3102  S8 1.817, H13 1.085, H14 1.090, H15 1.086
4 N 0.8381 -0.4726 1.2242  C1 1.452, P6 1.690, H16 1.009
5 O 0.5767 -0.4291 -1.1953  C2 1.417, P6 1.623
6 P -0.4122 -0.5242 0.0880  N4 1.690, O5 1.623, S7 1.943, S8 2.120
7 S -1.6645 -2.0080 0.0090  P6 1.943
8 S -1.2399 1.4112 0.3381  C3 1.817, P6 2.120
9 H 2.4923 -1.5952 0.4926  C1 1.097
10 H 2.8705 0.0338 1.1214  C1 1.092
11 H 1.8612 1.1188 -0.7621  C2 1.095
12 H 2.5725 -0.3171 -1.5643  C2 1.091
13 H -3.5965 1.7141 0.2881  C3 1.085
14 H -3.1435 0.0618 -0.2148  C3 1.090
15 H -2.9557 1.4297 -1.3504  C3 1.086
16 H 0.7155 -1.0093 2.0696  N4 1.009

Computed properties:
relative energy (zero: lowest compared OMol25 entry of this formula, charge and spin) = 0.747 eV
charge = 0
⟨S²⟩ = 2.011
spin multiplicity = 3
E_LUMO (spin up / spin down) = 0.733 / -3.334 eV
orbital gap (spin up / spin down) = 4.972 / 5.415 eV
total energy = -37734.6276 eV

Mulliken atomic charge list, values in e, 6 entries: C -0.4456; C -0.4147; C -0.6445; N -0.3046; O -0.3370; P 0.4095